Record 1
Molecular formula: C55H46I2N3O6P2RbS2
Method: DFT, ωB97M-V/def2-TZVPD

Cartesian coordinates (Å):
1 I 1.94 1.33 3.91
2 I -1.21 0.68 5.41
3 Rb 0.39 0.89 0.96
4 S 1.76 -0.54 -1.35
5 S -2.93 5.01 0.56
6 P -1.33 0.14 -1.59
7 P 0.63 -2.45 0.75
8 O -1.71 -0.81 1.42
9 O 2.85 -0.10 1.07
10 O 2.66 0.40 -2.06
11 O 0.10 3.43 2.42
12 O 4.90 0.07 0.28
13 O 0.91 5.63 2.25
14 N 2.64 2.48 1.64
15 N 0.53 3.63 -0.51
16 N -3.25 -2.43 1.76
17 C 2.33 -2.51 3.02
18 C -1.30 -1.58 -3.84
19 C -1.10 3.83 1.89
20 C -3.94 -0.11 1.95
21 C -0.97 1.70 -3.97
22 C -0.87 -6.35 0.87
23 C -3.07 -0.48 -1.68
24 C 2.40 3.84 1.76
25 C 3.80 0.62 0.81
26 C 0.91 0.72 5.72
27 C 0.00 -2.85 3.44
28 C -2.30 3.66 2.63
29 C -1.28 4.51 0.71
30 C -0.62 -4.26 -0.91
31 C -3.36 4.24 2.03
32 C -0.57 -1.02 -2.78
33 C -2.29 3.88 -2.88
34 C -1.15 2.85 -4.72
35 C -0.28 4.69 -0.34
36 C 4.79 2.92 0.65
37 C -5.63 -1.62 -1.75
38 C 0.79 -1.34 -2.67
39 C 1.56 -2.94 5.26
40 C 4.73 -3.31 -1.23
41 C 0.67 -2.71 -4.64
42 C -1.82 3.94 -4.18
43 C 1.49 3.71 -1.43
44 C -4.18 0.29 -2.00
45 C 2.59 -2.66 4.38
46 C 3.77 2.08 1.04
47 C 1.19 4.28 2.15
48 C 1.70 4.84 -2.20
49 C 4.62 4.32 0.91
50 C 2.74 -2.00 -0.98
51 C 3.98 -2.19 -1.57
52 C 3.47 4.77 1.45
53 C -0.15 5.85 -1.09
54 C -1.20 -5.45 -1.32
55 C -0.29 -5.16 1.29
56 C 0.25 -3.02 4.79
57 C -4.53 -2.39 -1.40
58 C 1.04 -2.64 2.53
59 C -2.09 2.73 -2.13
60 C 2.25 -2.88 -0.02
61 C -0.16 -4.09 0.40
62 C -1.46 1.62 -2.67
63 C 4.24 -4.22 -0.30
64 C -5.45 -0.28 -2.03
65 C -1.33 -6.50 -0.43
66 C 0.86 5.93 -2.02
67 C -3.27 -1.82 -1.36
68 C 3.01 -4.00 0.30
69 C -0.69 -2.42 -4.76
70 C 1.40 -2.16 -3.61
71 C -2.87 -1.13 1.67
72 H -0.83 6.68 -0.91
73 H 5.69 2.58 0.16
74 H 3.15 -2.30 2.35
75 H 1.21 -0.26 6.05
76 H -6.30 0.34 -2.30
77 H -4.39 4.29 2.37
78 H -3.83 0.71 1.24
79 H 3.60 -2.56 4.75
80 H -4.65 -3.44 -1.17
81 H 2.45 -2.39 -3.51
82 H -0.77 2.90 -5.73
83 H -1.03 -2.90 3.08
84 H 3.31 5.82 1.66
85 H -2.35 -1.34 -3.95
86 H -1.78 -7.43 -0.74
87 H 1.15 -3.36 -5.36
88 H -2.58 -3.15 1.52
89 H 2.50 4.87 -2.93
90 H -2.80 4.73 -2.44
91 H -0.44 0.86 -4.41
92 H -4.07 1.34 -2.24
93 H -1.96 4.84 -4.77
94 H 1.76 -3.08 6.31
95 H 1.00 6.84 -2.61
96 H 4.82 -5.09 -0.03
97 H 5.52 0.76 0.03
98 H -4.94 -0.53 1.87
99 H 0.07 -5.07 2.30
100 H 5.43 5.00 0.67
101 H -2.41 -2.44 -1.10
102 H 2.64 -4.71 1.04
103 H 4.34 -1.45 -2.27
104 H -1.54 -5.55 -2.35
105 H -0.50 -3.44 -1.62
106 H -3.78 0.29 2.95
107 H 0.59 5.80 3.15
108 H -6.61 -2.07 -1.80
109 H 1.07 1.46 6.50
110 H -2.44 2.70 -1.10
111 H 5.69 -3.46 -1.69
112 H -2.34 3.14 3.58
113 H -4.21 -2.69 1.87
114 H -1.27 -2.84 -5.57
115 H -0.57 -3.19 5.47
116 H -0.96 -7.18 1.57
117 H 2.11 2.83 -1.55

Computed properties:
**HOMO energy**: -5.32 eV

Here are the Löwdin charges for atoms 1 to 4, given in e: I 1.0777; I 0.7071; Rb 0.6694; S 0.8271

---

Record 2
Molecular formula: C55H50Cl3FGeNO4RbSb3
Method: DFT, ωB97M-V/def2-TZVPD

Cartesian coordinates (Å):
1 Sb -3.27 0.97 -2.30
2 Sb 1.71 0.49 2.86
3 Sb -0.19 -2.73 0.00
4 Rb -1.52 1.70 0.93
5 Ge -3.08 -0.23 3.13
6 Cl -4.36 -1.94 3.58
7 Cl -4.10 1.29 4.35
8 Cl -4.12 0.44 1.24
9 F -0.94 -0.45 2.00
10 O -1.27 2.91 -1.24
11 O 4.07 5.22 -3.42
12 O 4.54 3.24 -4.43
13 O -0.37 4.59 -0.03
14 N 1.37 1.90 -0.81
15 C 0.30 1.02 4.43
16 C 3.35 1.98 -2.17
17 C 2.93 2.16 2.16
18 C 3.26 0.22 4.38
19 C 4.46 1.13 6.29
20 C -6.10 0.96 -3.66
21 C -0.52 1.14 -3.72
22 C 0.28 -4.25 -4.18
23 C -1.71 -6.90 0.21
24 C 1.88 3.85 -2.13
25 C 1.56 -2.48 -2.48
26 C 5.06 2.34 1.00
27 C 2.51 1.36 -1.26
28 C 3.97 3.98 -3.59
29 C -0.07 -0.05 5.28
30 C -5.44 2.53 -5.85
31 C -1.55 1.44 6.51
32 C 0.48 -3.23 -2.00
33 C 4.13 1.60 1.71
34 C 5.05 -1.02 5.42
35 C -1.24 2.47 5.64
36 C 1.44 4.23 2.38
37 C 2.68 3.52 1.91
38 C -7.07 1.26 -4.61
39 C -0.93 -5.77 -0.03
40 C 4.79 3.67 0.71
41 C 1.05 3.13 -1.27
42 C 5.26 0.00 6.34
43 C -0.31 3.62 -0.81
44 C 3.47 1.24 5.32
45 C -2.61 -2.01 -1.91
46 C -1.08 -0.63 -5.79
47 C -0.98 0.19 6.31
48 C -3.85 -1.14 -2.19
49 C 0.48 -1.44 5.08
50 C -4.78 1.41 -3.79
51 C 4.07 -0.93 4.44
52 C 2.00 -2.61 -3.80
53 C -6.74 2.05 -5.71
54 C -1.83 -1.52 -0.70
55 C -0.33 2.25 4.60
56 C -1.41 -4.50 0.28
57 C 3.87 -2.06 3.45
58 C 0.19 -0.06 -5.69
59 C -1.79 0.56 -3.81
60 C -2.06 -0.32 -4.86
61 C 1.35 -3.50 -4.65
62 C 0.47 0.83 -4.66
63 C 3.04 3.26 -2.61
64 C -2.68 -4.39 0.85
65 C -3.46 -5.51 1.09
66 C 3.62 4.24 1.17
67 C -2.98 -6.78 0.77
68 C -4.48 2.21 -4.90
69 C -0.16 -4.11 -2.87
70 H 2.76 0.38 -0.86
71 H 0.55 3.68 2.09
72 H -0.05 -2.16 5.72
73 H 0.36 -1.76 4.04
74 H 2.82 -2.01 -4.16
75 H -2.93 -3.05 -1.75
76 H 4.60 1.94 7.00
77 H 5.48 4.25 0.10
78 H 1.68 -3.60 -5.68
79 H -1.72 3.44 5.74
80 H -1.33 -7.89 -0.04
81 H 4.09 -1.75 2.43
82 H -0.31 1.83 -2.91
83 H -1.97 -2.01 -2.79
84 H 2.85 2.13 5.28
85 H -0.23 -4.94 -4.85
86 H -1.29 -1.34 -6.59
87 H -1.37 -0.54 -0.89
88 H -2.27 1.59 7.31
89 H -6.37 0.34 -2.80
90 H -3.46 2.59 -5.02
91 H -0.12 3.06 3.94
92 H 2.84 -2.42 3.45
93 H 1.46 4.34 3.47
94 H 2.07 -1.78 -1.83
95 H -3.08 -3.41 1.12
96 H -4.34 -1.42 -3.12
97 H -3.05 -0.76 -4.96
98 H 3.40 5.28 0.93
99 H -7.50 2.29 -6.45
100 H -4.57 -1.23 -1.37
101 H -4.45 -5.40 1.53
102 H 0.96 -0.30 -6.41
103 H 5.68 -1.91 5.46
104 H 4.34 0.55 1.90
105 H 0.05 -5.89 -0.46
106 H 1.55 -1.48 5.33
107 H -2.50 -1.41 0.16
108 H -5.18 3.14 -6.70
109 H 4.24 1.48 -2.54
110 H -1.01 -4.70 -2.53
111 H -3.58 -7.66 0.96
112 H 1.44 1.30 -4.58
113 H 1.35 5.21 1.92
114 H 5.98 1.87 0.65
115 H 6.03 -0.10 7.09
116 H -8.08 0.89 -4.49
117 H 1.62 4.86 -2.43
118 H 4.52 -2.91 3.69
119 H -1.25 -0.64 6.97

Computed properties:
**Net charge**: -2
**2S+1**: 2
**HOMO energy (spin up / spin down)**: -3.21 / -3.21 eV
**<S²>**: 0.7554

Here are the Löwdin charges for atoms 1 to 4, given in e: Sb 1.5252; Sb 1.5749; Sb 1.4958; Rb 0.6818

---

Record 3
Molecular formula: C55H50I2KN4O4P2S
Method: DFT, ωB97M-V/def2-TZVPD

Cartesian coordinates (Å):
1 I 5.40 -4.52 -5.28
2 I 3.18 0.95 -4.25
3 K 1.54 -1.13 -0.18
4 S -1.20 6.94 -0.73
5 P -1.36 0.83 -1.31
6 P -0.11 1.84 0.99
7 O 2.51 -1.90 4.27
8 O 2.22 -2.70 1.67
9 O 1.18 -0.85 -2.58
10 O 3.92 -1.92 0.42
11 N -0.10 -3.37 -1.49
12 N -0.60 2.24 -0.63
13 N -0.49 -1.47 2.08
14 N -2.76 -2.68 -1.31
15 C 0.11 -5.77 4.07
16 C 3.09 -3.80 -3.45
17 C 6.57 -2.49 3.60
18 C -4.76 0.78 0.90
19 C -0.63 -2.44 2.67
20 C 4.03 -1.91 -4.57
21 C 0.25 -4.56 3.40
22 C -5.73 1.41 0.13
23 C -0.08 5.63 3.66
24 C -0.98 3.49 3.03
25 C 5.67 -2.46 2.54
26 C 0.79 4.46 1.74
27 C 3.86 1.73 -0.18
28 C -0.39 1.80 -3.79
29 C -0.90 3.60 -1.09
30 C 3.08 -1.12 -3.96
31 C -4.97 -2.43 -2.20
32 C -4.05 -2.38 -1.16
33 C -2.29 0.34 -3.85
34 C 3.41 -2.30 1.50
35 C -0.97 4.59 3.88
36 C -5.41 1.86 -1.15
37 C 0.80 5.56 2.58
38 C 3.72 1.10 2.13
39 C -0.82 -3.68 3.37
40 C 2.07 -1.61 -3.08
41 C -4.12 1.70 -1.64
42 C -2.26 0.34 -5.23
43 C 4.02 -3.27 -4.33
44 C -2.39 5.62 -1.12
45 C -0.87 -3.33 -2.71
46 C -3.14 1.07 -0.87
47 C -2.02 -3.98 4.00
48 C -3.19 -3.12 -3.61
49 C -2.15 -5.19 4.67
50 C -3.48 0.60 0.40
51 C -1.79 7.36 0.91
52 C 2.48 1.88 -0.23
53 C 3.84 -2.12 4.03
54 C 6.09 -2.32 4.89
55 C -4.52 -2.81 -3.45
56 C -0.11 3.41 1.95
57 C 1.29 -3.76 -1.74
58 C -1.30 1.08 -5.90
59 C 4.31 -2.30 2.73
60 C -1.08 -6.08 4.70
61 C 2.14 -3.03 -2.80
62 C 4.74 -2.13 5.10
63 C -2.11 4.28 -0.45
64 C -2.33 -3.04 -2.52
65 C 1.71 1.64 0.91
66 C -0.36 1.80 -5.18
67 C 2.34 1.21 2.09
68 C 4.48 1.36 1.00
69 C -1.36 1.08 -3.11
70 H 0.94 -6.47 4.09
71 H 1.50 4.40 0.93
72 H -5.01 0.42 1.89
73 H -2.84 -3.28 3.97
74 H 1.98 2.13 -1.16
75 H -6.16 2.35 -1.76
76 H -1.13 8.12 1.32
77 H -1.66 4.63 4.72
78 H 0.39 2.31 -3.24
79 H 0.41 2.35 -5.70
80 H -2.81 7.76 0.87
81 H 1.25 -4.80 -2.07
82 H 2.40 -1.74 5.21
83 H -2.73 0.08 0.98
84 H -3.04 -0.25 -3.33
85 H -3.87 2.06 -2.63
86 H 6.77 -2.33 5.73
87 H 4.77 -1.46 -5.23
88 H 1.74 0.95 2.96
89 H -1.77 6.49 1.58
90 H 6.01 -2.56 1.51
91 H -1.19 -7.03 5.22
92 H 3.11 -4.87 -3.24
93 H -0.17 -2.45 -1.08
94 H -5.21 -2.86 -4.29
95 H -2.99 3.65 -0.58
96 H 7.63 -2.63 3.41
97 H 1.17 -4.28 2.90
98 H -0.49 -2.58 -3.43
99 H 4.44 1.88 -1.08
100 H -3.08 -5.44 5.16
101 H -1.98 4.42 0.62
102 H 4.36 -1.99 6.11
103 H -0.01 4.23 -0.97
104 H 1.50 6.37 2.40
105 H -3.38 5.99 -0.87
106 H 1.83 -3.77 -0.78
107 H -2.79 -3.41 -4.58
108 H -0.06 6.48 4.32
109 H -1.09 3.54 -2.16
110 H -1.27 1.07 -6.99
111 H -2.98 -0.25 -5.78
112 H 4.20 0.75 3.04
113 H -2.36 5.51 -2.21
114 H -6.73 1.55 0.51
115 H -1.67 2.67 3.21
116 H -4.36 -2.09 -0.17
117 H -6.01 -2.16 -2.02
118 H -0.77 -4.31 -3.21
119 H 5.55 1.22 1.03

Computed properties:
**Net charge**: -1
**HOMO energy**: -4.30 eV

Here are the Löwdin charges for atoms 1 to 4, given in e: I 0.7601; I 0.9366; K 0.7368; S 0.7913

---

Record 4
Molecular formula: C55H53AsN10O2Ti
Method: DFT, ωB97M-V/def2-TZVPD

Cartesian coordinates (Å):
1 As -0.42 1.66 -1.73
2 Ti 0.04 -0.26 0.29
3 O -1.77 0.65 0.45
4 O -5.17 -1.82 0.71
5 N -1.06 -2.16 2.84
6 N 0.36 1.38 1.76
7 N 3.15 -0.45 -0.30
8 N -1.46 -1.42 -0.77
9 N -0.96 -0.86 2.47
10 N 1.44 1.18 2.66
11 N -2.71 -1.34 -0.15
12 N 2.13 0.43 -0.15
13 N 0.63 -1.04 -2.30
14 N 1.00 -1.84 0.87
15 C -2.95 0.57 -2.91
16 C -2.50 3.58 -1.03
17 C -6.47 1.30 1.94
18 C 0.79 -2.14 -4.85
19 C -1.83 0.78 -5.46
20 C -1.68 1.10 -3.07
21 C 2.20 2.72 -5.45
22 C 1.48 2.15 3.79
23 C -2.84 -1.19 3.68
24 C 1.16 -2.66 2.03
25 C 2.89 -1.79 -0.69
26 C 0.22 1.85 -4.39
27 C 3.71 -2.41 -1.62
28 C -0.30 -1.89 -2.75
29 C -4.09 0.33 0.90
30 C -1.44 -2.07 -1.87
31 C -2.81 -0.15 0.39
32 C 1.73 -5.33 5.41
33 C 2.57 -4.14 3.34
34 C -3.66 0.14 -4.03
35 C 0.75 2.22 -3.15
36 C 0.15 2.23 4.54
37 C -0.31 4.14 -0.22
38 C -3.01 4.70 -0.39
39 C -5.39 2.17 1.78
40 C 1.99 2.83 -3.06
41 C -6.38 -0.02 1.58
42 C -5.19 -0.52 1.04
43 C -2.04 -0.28 3.00
44 C 1.45 -3.68 -0.67
45 C 4.10 1.50 0.00
46 C 1.77 -2.42 -0.19
47 C 2.72 3.09 -4.22
48 C -1.14 3.28 -0.94
49 C -1.11 1.22 -4.35
50 C 1.74 -1.25 -4.40
51 C 1.62 -0.73 -3.12
52 C 2.71 1.61 0.03
53 C 4.34 0.17 -0.21
54 C -2.18 5.53 0.35
55 C 0.34 -3.75 4.03
56 C -3.09 0.24 -5.29
57 C 2.39 -3.29 2.27
58 C 4.28 -4.33 -3.14
59 C -0.83 5.25 0.43
60 C 2.58 1.63 4.71
61 C -4.21 1.68 1.27
62 C -0.26 -2.47 -4.01
63 C 0.96 2.11 -5.55
64 C 1.86 3.52 3.23
65 C 3.40 -3.67 -2.10
66 C 2.25 -4.29 -1.62
67 C 0.15 -2.89 2.95
68 C 1.54 -4.41 4.23
69 C -2.18 -2.39 3.56
70 H 0.57 1.84 -6.52
71 H -2.26 0.76 2.83
72 H 2.40 3.13 -2.10
73 H 0.77 3.98 -0.19
74 H 4.83 2.29 0.13
75 H 3.53 -4.61 3.48
76 H -3.79 -1.01 4.16
77 H 3.91 -5.32 -3.38
78 H -1.41 0.87 -6.45
79 H 2.77 2.92 -6.35
80 H -4.32 -2.03 0.27
81 H -0.64 2.68 3.95
82 H 0.89 -6.02 5.51
83 H 2.13 2.50 0.20
84 H -5.47 3.21 2.06
85 H 0.59 -4.19 -0.27
86 H 4.57 -1.87 -2.02
87 H 0.27 2.85 5.43
88 H -0.17 1.23 4.87
89 H 1.79 -4.75 6.33
90 H 5.30 -4.42 -2.78
91 H 2.57 -0.94 -5.03
92 H 0.85 -2.56 -5.85
93 H -0.53 1.46 2.24
94 H 2.36 -0.02 -2.74
95 H 1.09 3.91 2.55
96 H -3.35 2.33 1.14
97 H 1.32 0.24 3.04
98 H 4.30 -3.74 -4.05
99 H 1.95 4.24 4.04
100 H -3.65 -0.10 -6.16
101 H 3.68 3.58 -4.16
102 H -3.16 2.95 -1.61
103 H -2.33 -2.61 -2.19
104 H 2.81 3.47 2.70
105 H -7.22 -0.70 1.69
106 H 3.52 1.52 4.16
107 H -2.59 6.40 0.85
108 H -7.41 1.68 2.34
109 H 2.64 -5.91 5.31
110 H -0.16 5.91 0.97
111 H -4.07 4.92 -0.48
112 H -2.41 -3.37 3.93
113 H 3.22 -3.12 1.59
114 H -4.66 -0.26 -3.91
115 H -3.41 0.50 -1.94
116 H 0.48 2.27 1.28
117 H 1.99 -5.28 -1.99
118 H 2.74 2.33 5.53
119 H 5.26 -0.39 -0.30
120 H 2.31 0.67 5.13
121 H -1.05 -3.14 -4.32
122 H -0.46 -3.87 4.75

Computed properties:
**Net charge**: +2
**HOMO energy**: -12.70 eV

Here are the Löwdin charges for atoms 1 to 4, given in e: As 1.4005; Ti 1.0599; O -0.2802; O 0.0844